[1]
Entry from OMol25: one molecule with the formula C4H13N3 at a distorted geometry (ωB97M-V/def2-TZVPD).

Values from the calculation:
SMILES   NCC[C@H](N)CN
2S+1   1
Kohn-Sham gap   9.48 eV
HOMO   -8.332 eV
Calculated total energy   -8827.847 eV
Energy relative to the best compared isomer or geometry (same formula, charge and spin)   1.5653 eV

The geometry in XYZ format:
```
20
Properties=species:S:1:pos:R:3:lowdin_charge:R:1
H -0.39 0.29 2.07 0.108
H 0.16 -1.54 1.03 0.096
H 2.78 0.38 0.12 0.057
H -0.43 -2.64 -1.10 0.101
C 0.68 0.44 0.24 -0.391
C -0.57 -1.56 -0.89 -0.264
H -1.33 -0.73 -2.66 0.055
C -0.26 1.04 1.29 -0.251
N -0.47 -0.89 -2.18 -0.023
N -1.63 1.19 0.75 0.004
H 0.26 -0.48 -2.73 0.061
H 0.13 1.96 1.66 0.097
N 2.07 0.78 0.75 0.010
H -2.34 0.79 1.35 0.058
H 1.53 -1.53 0.21 0.113
H 2.20 1.75 0.47 0.059
C 0.51 -1.08 0.11 -0.171
H -1.49 -1.35 -0.36 0.097
H 0.46 1.05 -0.65 0.124
H -1.87 2.14 0.52 0.060
```

[2]
Entry from OMol25: C45H58BCdN9P2SSe2 as an isolated structure at a distorted geometry (ωB97M-V/def2-TZVPD).

Values from the calculation:
2S+1   1
Kohn-Sham gap   5.09 eV
HOMO   -6.111 eV
Calculated total energy   -226366.176 eV
Energy relative to the best compared isomer or geometry (same formula, charge and spin)   0.0122 eV

The geometry in XYZ format:
```
119
Properties=species:S:1:pos:R:3:lowdin_charge:R:1
C -1.64 3.25 0.66 -0.300
C -1.48 4.48 -2.17 -0.023
C 1.19 -1.44 3.48 -0.140
H 1.66 2.60 0.92 0.047
B -0.34 1.37 -0.64 -0.715
H -0.29 4.46 -5.33 0.083
P 2.40 -0.44 -1.73 1.103
C 2.92 -0.57 2.30 -0.148
C -3.18 -5.96 -3.94 0.004
H 1.87 2.32 3.37 0.065
H 0.50 2.26 -4.64 0.113
H -2.86 -1.15 1.80 0.065
C 1.33 3.64 1.12 -0.106
H -3.72 -5.26 -1.41 0.082
C 1.47 3.32 3.55 -0.117
H 4.85 0.52 -0.42 0.039
C 5.03 0.41 -1.46 -0.086
H 5.43 -0.63 -1.59 0.075
Se -5.02 1.00 0.09 0.366
N -1.05 2.63 -0.53 -0.044
H -2.48 3.42 5.53 0.084
H -4.05 1.91 4.14 0.091
N -2.05 -2.53 -4.17 0.114
H 3.84 -2.77 -0.92 0.062
C -2.97 -6.41 -5.24 -0.100
H -1.51 4.32 0.58 0.078
H 4.88 -0.70 3.15 0.113
C -2.98 -2.16 3.72 -0.002
N 0.20 1.32 -1.97 -0.027
C 0.18 -2.97 5.68 -0.289
H 1.11 3.36 4.54 0.043
C -1.20 4.92 -3.45 -0.105
H 1.48 -2.81 -0.65 0.052
H -2.64 0.91 4.13 0.079
S 1.21 -3.95 7.56 1.026
H -2.58 -3.12 5.60 0.114
H -1.72 -3.75 -6.86 0.106
C -2.08 -4.30 -6.00 -0.027
C -0.45 4.17 -4.34 -0.097
C 4.20 0.36 -3.83 -0.082
H -1.78 -1.67 -4.60 0.141
H 0.36 -2.39 -1.93 0.043
N -2.89 -3.79 -2.60 -0.104
C 0.51 3.79 2.48 -0.687
C -3.14 1.75 3.57 -0.113
H -1.03 2.37 5.31 0.077
H -3.34 -7.39 -5.49 0.096
C 2.05 -1.89 4.47 -0.070
N 1.64 -0.71 2.43 0.039
C -0.25 -1.69 3.61 -0.179
C -2.15 -2.65 4.74 0.022
N -1.04 -1.24 2.67 0.014
C -0.79 -2.45 4.68 -0.064
H 2.35 4.03 3.53 0.106
H -4.16 -3.62 -0.90 0.104
H 2.77 2.16 -1.28 0.067
C -3.13 4.23 3.23 -0.075
H -4.03 -2.33 3.66 0.075
H -0.27 5.70 3.44 0.055
C -2.24 -3.81 -4.72 -0.169
H 1.27 -3.87 -2.00 0.089
C -1.58 3.23 4.92 -0.093
C -0.20 2.48 -2.61 -0.187
H 1.42 -1.79 -4.39 0.067
H 2.51 2.23 -3.08 0.070
C 0.23 5.30 2.59 -0.083
H 1.11 5.90 2.43 0.075
C 3.20 1.99 -2.27 -0.106
C 0.92 0.24 -2.65 -0.297
H 1.16 0.55 -3.67 0.078
H 1.99 -3.42 -4.17 0.080
C 1.33 -2.82 -1.70 -0.143
H -3.40 1.33 2.60 0.019
C -2.80 -4.61 -3.71 -0.139
C -2.53 -2.53 -2.87 -0.774
C -2.24 2.99 3.53 -0.695
H 4.65 -0.61 -3.94 0.053
H 4.67 -2.50 -2.44 0.066
Cd -0.12 0.29 1.17 1.245
C 3.77 0.57 -2.36 -0.723
C 3.42 -1.66 4.33 0.012
H -2.56 5.13 3.09 0.059
N -0.15 -3.67 6.78 -0.214
C 2.48 -2.16 -2.47 -0.695
H -2.31 -6.02 -7.28 0.112
N 2.22 -3.16 6.66 -0.242
H 4.94 1.05 -4.19 0.080
H -2.46 -4.15 -0.72 0.083
C 2.24 -2.38 -3.98 -0.075
C -2.33 -1.51 2.66 -0.120
H -3.71 4.05 2.32 0.081
Se -2.60 -1.09 -1.76 0.660
H 3.27 0.02 1.46 0.091
H 3.39 0.46 -4.56 0.077
H 4.05 -2.06 5.07 0.110
C 3.74 -2.88 -1.99 -0.110
H -0.98 4.14 5.03 0.072
H -3.68 -6.54 -3.20 0.096
C -5.20 -0.39 1.21 -0.998
C -0.91 3.31 -1.73 -0.188
C -3.34 -4.24 -1.32 -0.031
H 0.74 3.97 0.24 0.084
N -5.22 -1.24 1.99 -0.002
H 2.26 4.23 1.20 0.094
C 1.54 -2.68 5.61 -0.291
H -2.06 5.09 -1.46 0.119
H 5.76 1.18 -1.75 0.081
H -0.43 5.60 1.74 0.086
H 3.11 -2.22 -4.61 0.065
H -1.49 5.94 -3.68 0.101
H -3.78 4.38 4.10 0.087
C -2.42 -5.62 -6.25 -0.099
C 3.84 -0.96 3.26 -0.031
P -0.94 2.66 2.26 1.037
H 0.17 -0.54 -2.71 0.026
H 3.69 -3.99 -2.14 0.101
C 0.00 2.93 -3.91 -0.035
H -2.69 3.03 0.74 0.042
H 4.08 2.64 -2.35 0.092
```